C41H38InN8O4Si | wB97M-V/def2-TZVPD

```
93
Properties=species:S:1:pos:R:3:forces:R:3:lowdin_charge:R:1
In -0.0650 -0.4163 0.2228 0.212 0.058 0.002 0.853
O 0.3706 3.7479 1.4439 0.008 -0.043 0.046 0.074
C 0.3704 2.6717 0.8762 0.072 -0.090 -0.068 -0.424
N -0.2982 1.5324 1.2505 -0.011 0.161 0.167 0.080
C -1.1190 1.6110 2.3400 0.031 -0.067 0.048 -0.451
O -1.6843 2.5908 2.7911 -0.024 0.000 -0.071 0.075
C -1.3193 0.2914 3.0630 0.022 0.021 -0.001 -0.185
C -2.2522 0.2130 4.0895 0.054 -0.011 -0.010 0.006
C -2.3821 -0.9830 4.7686 0.005 -0.028 0.006 -0.055
C -1.5660 -2.0498 4.4140 0.002 0.035 0.003 -0.051
C -0.6745 -1.8795 3.3701 0.021 0.005 0.007 -0.112
N -0.5584 -0.7350 2.7016 -0.085 -0.027 -0.022 0.097
C 1.2517 2.5169 -0.3423 0.023 -0.034 0.092 -0.183
C 1.7516 3.6406 -0.9891 0.067 -0.076 0.012 0.008
C 2.5475 3.4458 -2.1013 0.019 -0.034 0.002 -0.048
C 2.8309 2.1495 -2.5201 -0.003 0.018 0.011 -0.044
C 2.2954 1.0940 -1.8065 -0.029 0.037 0.023 -0.106
N 1.5265 1.2848 -0.7369 -0.190 0.048 -0.151 0.077
H -2.8396 1.0890 4.3211 -0.003 0.009 -0.001 0.116
H -3.1059 -1.0867 5.5675 0.000 -0.001 -0.001 0.104
H -1.6247 -3.0031 4.9214 -0.007 0.004 0.005 0.104
H -0.0335 -2.6894 3.0481 -0.027 0.007 -0.001 0.087
H 1.4926 4.6220 -0.6213 0.033 -0.023 0.000 0.098
H 2.9385 4.2967 -2.6463 -0.007 -0.001 0.000 0.104
H 3.4391 1.9562 -3.3933 0.004 0.012 0.000 0.101
H 2.4518 0.0621 -2.1051 0.000 0.007 -0.008 0.117
C -3.8091 1.1915 0.3535 -0.003 0.056 -0.013 -0.029
C -3.6730 -0.3010 0.2720 -0.006 -0.020 -0.029 -0.310
C -4.7948 -1.1071 0.1495 0.014 0.025 -0.026 -0.064
C -4.6024 -2.4778 0.0071 0.002 -0.033 -0.007 -0.082
C -3.3381 -3.0150 0.0312 0.003 0.011 -0.007 -0.044
C -2.2269 -2.1587 0.2294 0.024 0.007 -0.021 -0.433
N -2.4445 -0.8178 0.3111 0.022 0.089 0.077 0.106
N -0.9298 -2.5108 0.3384 -0.152 -0.180 0.042 -0.074
Si -0.4729 -4.1677 0.6019 -0.002 0.141 -0.044 0.422
C -1.6938 -5.0143 1.7919 -0.019 -0.040 0.001 -0.180
C 1.2074 -4.3517 1.4416 0.017 -0.009 0.032 -0.167
C -0.4392 -5.1383 -1.0017 0.005 -0.078 0.043 -0.168
H -4.4879 1.4691 1.1625 0.028 0.012 0.012 0.088
H -4.2231 1.5788 -0.5805 -0.025 -0.029 0.009 0.082
H -2.8449 1.6698 0.5000 -0.031 -0.029 -0.010 0.041
H -5.7818 -0.6650 0.1285 0.001 -0.001 -0.002 0.099
H -5.4550 -3.1330 -0.1358 0.000 0.008 0.001 0.101
H -3.1918 -4.0749 -0.1112 0.010 -0.011 0.003 0.078
H -2.3233 -4.2934 2.3183 0.017 0.019 -0.006 0.019
H -1.1399 -5.5869 2.5404 -0.014 -0.010 -0.008 0.017
H -2.3602 -5.7121 1.2788 -0.005 0.009 0.000 0.022
H 1.5860 -3.4238 1.8714 -0.004 0.012 -0.019 0.015
H 1.9561 -4.7137 0.7373 -0.003 0.013 -0.024 0.029
H 1.1252 -5.0839 2.2494 0.009 0.010 -0.003 0.025
H -1.4135 -5.1309 -1.4966 0.010 0.021 -0.009 0.024
H -0.1600 -6.1808 -0.8180 -0.003 0.010 -0.013 0.028
H 0.2958 -4.7021 -1.6802 0.013 0.000 0.004 0.017
C -2.2667 3.7176 -1.6594 0.040 -0.110 -0.040 -0.189
N -1.5591 2.4434 -1.5671 -0.013 0.016 -0.077 0.065
C -1.3649 1.8409 -2.6727 -0.073 0.011 0.025 -0.120
C -0.7646 0.5502 -2.8862 -0.138 -0.046 0.052 -0.321
C -0.5238 0.0390 -4.1593 0.034 0.016 0.010 -0.079
C -0.0009 -1.2496 -3.9896 -0.033 -0.011 -0.026 -0.102
C 0.0221 -1.4695 -2.6193 -0.039 -0.005 -0.007 -0.184
N -0.4418 -0.3929 -1.9383 0.213 -0.122 -0.201 -0.015
C -1.3301 4.8985 -1.5764 0.001 0.062 0.024 -0.212
C -0.7082 5.3803 -2.7260 0.001 0.007 -0.004 -0.052
C 0.1765 6.4457 -2.6632 -0.019 0.001 -0.003 -0.105
C 0.4500 7.0466 -1.4397 0.008 0.004 0.013 -0.111
C -0.1645 6.5726 -0.2898 -0.002 0.025 -0.005 -0.092
C -1.0498 5.5055 -0.3587 -0.119 0.028 -0.004 -0.052
H -2.9864 3.7733 -0.8384 0.032 -0.010 0.016 0.106
H -2.8336 3.7782 -2.6001 -0.003 0.027 0.002 0.109
H -1.7011 2.2980 -3.6175 -0.009 0.036 0.009 0.117
H -0.7264 0.5602 -5.0839 0.013 -0.009 -0.006 0.090
H 0.3050 -1.9499 -4.7510 -0.007 0.009 -0.004 0.079
H 0.3593 -2.3464 -2.0914 0.007 0.017 0.013 0.065
H -0.9200 4.9113 -3.6808 0.010 -0.018 0.005 0.108
H 0.6495 6.8085 -3.5680 0.010 0.003 0.008 0.095
H 1.1459 7.8748 -1.3820 -0.005 0.007 -0.011 0.094
H 0.0617 7.0140 0.6722 -0.001 0.009 0.004 0.107
H -1.4994 5.1196 0.5481 0.008 0.012 -0.027 0.115
O 2.3233 -3.0053 -1.0828 -0.047 0.025 -0.007 0.049
C 2.7237 -2.2327 -0.2326 -0.016 -0.003 -0.117 -0.463
N 2.0097 -1.2572 0.4179 0.012 0.025 0.258 0.082
C 2.8327 -0.6055 1.3197 -0.008 -0.005 0.007 -0.445
O 2.5090 0.3033 2.0533 0.017 -0.017 0.002 0.084
C 4.2030 -1.2197 1.2405 0.026 0.054 0.031 -0.085
C 5.3707 -0.9400 1.9205 -0.026 -0.023 -0.027 -0.004
C 6.4883 -1.7066 1.6017 0.012 -0.009 0.000 -0.084
C 6.4211 -2.7110 0.6374 0.031 -0.003 0.006 -0.085
C 5.2348 -2.9808 -0.0392 -0.044 0.020 0.020 -0.006
C 4.1366 -2.2117 0.2873 0.029 -0.022 -0.015 -0.088
H 5.4054 -0.1557 2.6654 0.004 0.001 0.002 0.117
H 7.4284 -1.5237 2.1076 -0.003 0.003 0.002 0.096
H 7.3106 -3.2877 0.4144 -0.004 -0.001 -0.002 0.096
H 5.1652 -3.7571 -0.7903 0.006 0.001 0.000 0.116
```
Forces are in eV/Å.

HOMO: -4.7 eV
Kohn-Sham gap: 7.298 eV
Total charge: -1
Energy above the lowest of the compared OMol25 structures with the same formula, charge and spin: 5.74 kcal/mol
Multiplicity: 1

C41H38O2P3Re | wB97M-V/def2-TZVPD

```
85
Properties=species:S:1:pos:R:3:forces:R:3:lowdin_charge:R:1
Re -0.0356 0.9707 -0.0800 0.610 -0.163 0.477 1.065
O -2.4377 3.7646 1.1215 0.107 0.031 -0.079 0.202
C -2.2585 2.7591 0.5285 -0.314 -0.030 0.151 -0.584
O -1.1039 2.5266 -0.1958 -0.168 0.505 0.012 -0.269
C -3.1894 1.5669 0.4803 0.063 -0.036 -0.126 -0.165
P -2.1506 0.0781 0.5409 -0.311 -0.132 0.082 0.988
C -3.1534 -1.3393 0.1557 0.006 0.040 -0.087 -0.355
C -3.8859 -1.2995 -1.0363 -0.041 -0.041 0.050 -0.097
C -4.7929 -2.3078 -1.3062 -0.020 0.019 0.026 -0.044
C -4.9577 -3.3537 -0.4029 -0.006 0.045 -0.014 -0.026
C -4.2149 -3.3992 0.7684 -0.014 -0.014 0.021 -0.039
C -3.3118 -2.3886 1.0596 0.038 0.021 -0.009 -0.062
C -1.3409 0.0349 2.1347 0.298 -0.163 -0.498 -0.336
C -1.6025 0.9355 3.2283 0.209 0.249 0.410 -0.028
C -0.7248 1.0873 4.2537 -0.160 -0.042 -0.179 0.094
C 0.6721 0.5766 4.1895 0.137 0.209 0.174 -0.280
C 0.7739 -0.5797 3.1675 0.156 0.360 -0.110 -0.048
C -0.2432 -0.8535 2.2435 -0.167 0.248 -0.330 -0.036
H -3.6779 1.5577 -0.4992 -0.035 -0.005 -0.002 0.119
H -3.9691 1.6145 1.2378 0.027 -0.031 0.055 0.129
H -3.7576 -0.4902 -1.7477 -0.008 -0.001 0.004 0.114
H -5.3777 -2.2774 -2.2156 -0.005 0.000 0.001 0.128
H -5.6778 -4.1337 -0.6115 -0.004 -0.004 -0.004 0.129
H -4.3542 -4.2116 1.4688 -0.005 0.002 0.002 0.127
H -2.7632 -2.4092 1.9937 -0.015 -0.007 -0.011 0.112
H -2.5565 1.4454 3.2769 -0.012 -0.039 -0.016 0.133
H -1.0221 1.6479 5.1337 0.007 -0.040 0.000 0.152
H 1.3897 1.4526 5.9831 -0.024 -0.010 0.004 0.153
H 1.5967 -1.2647 3.3172 -0.029 -0.044 -0.027 0.171
H -0.2018 -1.7458 1.6276 -0.041 -0.017 0.003 0.100
C 3.3466 -0.1487 -1.7761 -0.052 -0.080 0.054 -0.251
C 3.7224 0.1611 -0.3171 -0.110 0.091 -0.302 -0.282
P 2.3651 1.0020 0.5330 -0.079 -0.529 0.331 0.991
C 2.1669 2.7025 0.0119 -0.017 -0.187 -0.286 -0.379
C 1.5933 2.8987 -1.2612 -0.016 -0.053 0.096 -0.163
C 1.3066 4.1857 -1.6975 -0.051 0.100 -0.040 -0.027
C 1.6134 5.2676 -0.8887 -0.026 -0.061 -0.077 0.001
C 2.1959 5.0744 0.3644 -0.005 -0.027 0.059 -0.005
C 2.4619 3.7983 0.8266 -0.173 0.073 0.097 -0.042
C 2.6038 0.9246 2.3280 0.328 0.072 -0.019 -0.313
C 1.2851 0.9492 2.9108 -0.301 -0.386 0.307 -0.174
C 1.4888 0.4923 5.4622 -0.074 0.011 0.009 -0.070
C 2.9619 0.2131 5.3722 -0.034 0.013 -0.043 -0.007
C 3.8782 0.2955 4.3898 0.029 -0.010 0.148 -0.046
C 3.7413 0.6044 2.9835 -0.079 0.049 -0.261 -0.020
C 2.2818 -1.2480 -1.8824 0.033 0.134 0.040 -0.290
P 0.5155 -0.7565 -1.7139 0.082 -0.190 0.142 0.929
C -0.2941 -2.3528 -1.4451 0.072 0.067 -0.032 -0.370
C 0.1681 -3.1816 -0.4174 -0.036 -0.120 -0.010 -0.127
C -0.4214 -4.4164 -0.1974 0.045 0.036 0.015 -0.047
C -1.4737 -4.8353 -1.0051 0.042 0.033 -0.013 -0.037
C -1.9303 -4.0195 -2.0284 0.054 0.030 -0.031 -0.046
C -1.3463 -2.7777 -2.2505 -0.001 -0.038 0.019 -0.080
C 0.0085 -0.1123 -3.3153 0.104 -0.105 0.039 -0.380
C 0.3395 -0.8282 -4.4703 -0.027 0.027 -0.047 -0.075
C -0.0323 -0.3453 -5.7130 -0.044 0.065 -0.016 -0.027
C -0.7331 0.8536 -5.8145 0.065 -0.109 0.043 -0.023
C -1.0694 1.5598 -4.6695 -0.096 0.163 0.027 -0.046
C -0.7046 1.0799 -3.4202 -0.022 -0.027 -0.053 -0.117
H 4.2495 -0.4773 -2.2899 -0.013 -0.066 0.006 0.132
H 3.0315 0.7562 -2.2982 0.049 0.022 -0.036 0.099
H 4.6062 0.8011 -0.2611 -0.017 0.020 -0.009 0.116
H 3.9408 -0.7631 0.2233 -0.016 0.014 0.028 0.105
H 1.4267 2.0630 -1.9395 0.116 0.043 -0.085 0.065
H 0.8703 4.3414 -2.6753 -0.002 -0.003 0.006 0.130
H 1.4113 6.2721 -1.2356 -0.001 0.002 0.005 0.133
H 2.4419 5.9298 0.9794 0.003 -0.002 -0.003 0.132
H 2.8945 3.6515 1.8080 0.036 -0.005 -0.009 0.119
H 0.5704 1.4908 2.2999 -0.032 0.016 0.016 0.094
H 1.0352 -0.2431 6.1311 0.020 -0.017 0.015 0.146
H 3.3673 -0.0707 6.3381 -0.010 0.006 0.002 0.132
H 4.8936 0.0648 4.6879 -0.004 0.012 -0.003 0.122
H 4.6599 0.5343 2.4090 -0.007 -0.033 0.010 0.124
H 2.4767 -2.0327 -1.1490 -0.013 0.007 0.002 0.085
H 2.3378 -1.7383 -2.8553 0.001 0.012 -0.019 0.096
H 1.0215 -2.8928 0.1881 0.004 0.002 0.012 0.096
H -0.0455 -5.0647 0.5837 -0.005 0.006 -0.011 0.122
H -1.9209 -5.8077 -0.8473 0.000 -0.002 0.004 0.127
H -2.7354 -4.3538 -2.6695 0.011 0.005 0.003 0.126
H -1.7043 -2.1521 -3.0582 -0.003 -0.007 -0.016 0.113
H 0.8684 -1.7717 -4.4132 0.004 0.004 0.020 0.116
H 0.2228 -0.9042 -6.6032 -0.004 0.011 -0.004 0.127
H -1.0187 1.2312 -6.7868 -0.003 0.006 -0.004 0.128
H -1.6207 2.4881 -4.7458 0.000 -0.014 -0.026 0.122
H -0.9916 1.6430 -2.5351 -0.006 0.012 -0.084 0.066
```
Forces are in eV/Å.

HOMO (spin up / spin down): -16.7 / -16.7 eV
Kohn-Sham gap (spin up / spin down): 5.459 / 6.254 eV
Expectation value of S²: 1.10
Total charge: +3
Multiplicity: 2

C41H39FIrN4O3PSi | wB97M-V/def2-TZVPD

```
91
Properties=species:S:1:pos:R:3:forces:R:3:lowdin_charge:R:1
Ir -1.1182 -1.3443 -0.4204 0.509 1.100 0.212 1.142
C 3.6993 -0.8517 5.1646 -0.042 0.006 -0.008 -0.041
C 4.3997 -1.4169 3.9361 -0.041 -0.034 -0.035 -0.294
C 5.6494 -0.6171 3.6109 -0.014 0.042 -0.050 -0.149
C 6.3475 -1.1930 2.3929 -0.008 -0.014 -0.021 -0.126
C 5.4018 -1.1883 1.2251 -0.107 0.054 0.080 -0.135
C 5.8535 -1.0379 -0.0631 0.026 0.007 -0.077 0.058
C 4.9517 -1.0055 -1.1250 0.084 0.006 0.027 -0.254
F 5.4447 -0.8545 -2.3656 0.008 0.001 -0.021 0.075
C 3.6073 -1.1131 -0.9356 -0.075 0.000 -0.028 0.073
C 3.1250 -1.2637 0.3718 -0.138 -0.016 0.020 -0.053
C 1.6796 -1.3797 0.5800 -0.009 -0.213 0.165 -0.308
O 0.9455 -1.3221 -0.4321 -0.036 0.211 -0.264 -0.192
C 1.2434 -1.5707 1.9170 0.041 0.029 -0.100 -0.021
C 2.1861 -1.5878 2.9101 -0.076 0.059 0.040 0.036
N 3.5023 -1.4315 2.7446 0.131 0.021 -0.018 0.045
C 4.0123 -1.2958 1.4499 0.075 -0.011 0.149 -0.068
C -0.1844 -1.7071 2.4027 -0.096 0.134 0.013 -0.575
O -0.3728 -1.7127 3.6119 0.010 -0.090 0.004 0.044
O -1.1496 -1.7741 1.5510 -0.125 -0.865 0.436 -0.215
H 4.4518 -0.6321 5.9215 -0.007 -0.023 0.006 0.086
H 2.9841 -1.5433 5.6058 -0.001 0.007 -0.010 0.083
H 3.1763 0.0748 4.9207 0.039 0.010 0.013 0.102
H 4.6946 -2.4524 4.1328 0.007 -0.020 -0.022 0.158
H 6.3045 -0.6333 4.4816 0.001 -0.008 0.002 0.123
H 5.3681 0.4243 3.4238 0.015 0.002 0.035 0.137
H 6.6690 -2.2166 2.6094 0.018 -0.004 -0.014 0.131
H 7.2418 -0.6223 2.1431 0.008 -0.004 0.001 0.122
H 6.9126 -0.9340 -0.2644 -0.016 -0.008 -0.015 0.134
H 2.9099 -1.0772 -1.7614 0.018 -0.025 0.009 0.142
H 1.8193 -1.7238 3.9163 -0.006 0.033 -0.007 0.130
N -8.4417 -0.6274 -0.5921 -0.064 0.011 0.002 0.167
C -7.3021 -0.7599 -0.5616 0.375 0.000 -0.006 -0.164
C -5.8642 -0.9300 -0.5268 -0.463 0.039 -0.011 -0.211
C -5.1838 -1.3607 -1.6554 0.176 -0.048 -0.088 0.013
C -3.8124 -1.5111 -1.5816 -0.156 0.104 -0.140 -0.103
N -3.1286 -1.2725 -0.4576 0.053 -0.023 0.236 -0.133
C -3.7871 -0.8615 0.6344 -0.167 -0.032 -0.009 -0.082
C -5.1559 -0.6709 0.6352 0.169 0.029 0.118 0.014
H -5.7038 -1.5639 -2.5800 0.003 -0.011 0.007 0.126
H -3.2271 -1.8184 -2.4353 0.013 0.028 0.001 0.105
H -3.1823 -0.7036 1.5157 0.002 0.016 0.003 0.115
H -5.6511 -0.3138 1.5260 -0.006 -0.038 0.008 0.128
N -1.1369 0.3233 -1.5353 0.231 -0.820 -0.805 -0.387
P -1.1355 1.8331 -1.3900 -0.302 0.064 0.056 0.689
C -2.6835 2.5021 -0.6846 0.098 0.251 0.084 -0.282
C -3.7305 2.8989 -1.5125 -0.020 -0.040 0.012 -0.077
C -4.9422 3.3088 -0.9708 0.002 -0.052 -0.010 -0.082
C -5.1176 3.3275 0.4061 0.004 0.022 0.007 -0.091
C -4.0851 2.9182 1.2407 0.005 -0.040 -0.013 -0.089
C -2.8778 2.5028 0.6972 -0.038 -0.065 -0.019 -0.109
C -0.9182 2.7150 -2.9683 0.023 0.010 -0.018 -0.290
C -0.7794 1.9436 -4.1155 -0.011 0.000 -0.020 -0.083
C -0.5561 2.5532 -5.3441 -0.010 -0.018 0.008 -0.084
C -0.4678 3.9348 -5.4276 -0.003 0.005 0.010 -0.091
C -0.6069 4.7119 -4.2832 -0.009 -0.028 -0.004 -0.085
C -0.8293 4.1026 -3.0583 -0.026 0.000 0.026 -0.082
C 0.1841 2.5429 -0.3401 0.081 0.096 -0.041 -0.268
C 1.3860 1.8382 -0.3255 0.011 0.019 -0.014 -0.076
C 2.4662 2.2951 0.4160 -0.010 -0.016 0.008 -0.074
C 2.3568 3.4720 1.1452 -0.014 0.002 0.008 -0.087
C 1.1725 4.1958 1.1150 -0.009 -0.009 0.000 -0.081
C 0.0914 3.7351 0.3744 0.012 -0.022 0.027 -0.092
H -3.5991 2.8791 -2.5885 0.007 0.049 0.006 0.107
H -5.7502 3.6147 -1.6237 0.013 0.008 0.002 0.103
H -6.0553 3.6666 0.8285 -0.003 -0.033 -0.005 0.102
H -4.2211 2.9221 2.3155 0.007 0.006 -0.009 0.104
H -2.0809 2.1662 1.3523 0.010 0.036 -0.002 0.110
H -0.8419 0.8654 -4.0181 0.009 0.013 -0.008 0.090
H -0.4473 1.9484 -6.2358 0.003 0.003 0.008 0.101
H -0.2863 4.4097 -6.3838 -0.010 -0.004 0.006 0.100
H -0.5375 5.7905 -4.3477 0.000 -0.007 0.006 0.101
H -0.9318 4.7128 -2.1677 0.006 -0.007 -0.004 0.103
H 1.4527 0.9279 -0.9090 0.000 0.003 0.038 0.083
H 3.3930 1.7314 0.4224 -0.007 0.019 -0.009 0.096
H 3.1923 3.8284 1.7355 0.000 0.004 -0.029 0.099
H 1.0886 5.1205 1.6723 -0.007 -0.012 0.005 0.102
H -0.8307 4.3037 0.3696 -0.005 0.000 -0.003 0.101
C -1.1013 -4.0795 -2.5809 0.028 -0.032 -0.140 -0.221
Si -1.0015 -3.6558 -0.7521 -0.230 0.158 0.076 0.386
C -2.4263 -4.5391 0.1022 -0.087 -0.064 0.048 -0.216
C 0.6019 -4.4185 -0.1323 0.145 0.039 0.058 -0.203
H -0.9750 -5.1600 -2.7103 -0.012 0.029 -0.023 0.029
H -0.3144 -3.5779 -3.1497 -0.029 -0.002 0.010 0.024
H -2.0637 -3.8077 -3.0228 0.030 0.003 0.010 0.008
H -2.2637 -5.6209 0.1388 -0.014 0.032 -0.015 0.026
H -3.3670 -4.3662 -0.4301 0.006 0.009 0.041 0.016
H -2.5460 -4.1772 1.1266 0.014 -0.018 -0.019 0.022
H 0.5553 -5.5091 -0.2015 -0.005 0.022 -0.002 0.032
H 0.8024 -4.1558 0.9098 -0.015 -0.055 -0.016 0.022
H 1.4484 -4.0775 -0.7351 -0.001 -0.019 0.027 0.026
```
Forces are in eV/Å.

HOMO: -6.9 eV
Kohn-Sham gap: 6.547 eV
Energy above the lowest of the compared OMol25 structures with the same formula, charge and spin: 14.48 kcal/mol
Multiplicity: 1

Record-wise molecular weight values, in Da: 849.7; 841.9; 906.1